{"formula": "C3H2CuO3", "method": "ωB97M-V with the def2-TZVPD basis set", "relative_energy_ev": 4.647, "charge": 1, "e_homo_ev": -14.05, "orbital_gap_ev": 8.05, "lumo_energy_ev": -6.00, "species": ["C", "C", "O", "H", "H", "C", "O", "O", "Cu"], "coordinates": [[0.456, 1.547, -0.204], [1.444, 0.667, -0.317], [1.169, -0.587, -0.215], [1.463, 1.573, -1.312], [0.419, 2.395, 0.474], [-0.555, -0.815, 0.160], [-0.925, 0.384, 0.186], [-1.058, -1.875, 0.360], [-2.413, -3.291, 0.867]]}